This record from OMol25 describes a structure of composition C29H33CeN16O7S3 in a non-equilibrium geometry. The level of theory is the ωB97M-V functional and the def2-TZVPD basis.

Frontier orbital gap (spin up / spin down) (eV): 3.96 / 5.07
Highest occupied orbital energy (spin up / spin down) (eV): -0.41 / -2.73
Relative energy (zero: lowest compared OMol25 entry of this formula, charge and spin) (kcal/mol): 54.3
2S+1: 2
Net charge: -2

Geometry (Å):
Ce (-0.6606, 0.7129, 1.4343)
C (-0.0041, 4.1445, -0.1781)
N (0.5845, 3.5944, 1.0481)
C (2.0267, 3.4044, 0.9037)
C (2.4174, 2.2775, -0.0559)
N (1.6845, 1.0016, 0.0985)
C (1.2571, 0.5113, -1.2243)
C (2.4545, 0.0236, 0.8399)
C (3.1907, -0.9632, 0.1941)
C (3.8749, -1.9490, 0.8924)
C (3.8674, -1.9320, 2.2794)
C (3.1627, -0.9457, 2.9445)
C (2.4435, 0.0436, 2.2545)
S (1.5591, 1.2114, 3.1978)
C (0.2792, 4.5080, 2.1311)
C (1.0308, 5.6655, 2.3059)
C (0.7401, 6.5938, 3.2927)
C (-0.3329, 6.3587, 4.1409)
C (-1.0903, 5.2151, 3.9815)
C (-0.8265, 4.2743, 2.9713)
S (-1.9204, 2.9334, 2.7950)
H (0.4455, 5.1186, -0.4312)
H (-1.0752, 4.2757, -0.0256)
H (0.1251, 3.4545, -1.0063)
H (2.4257, 3.1941, 1.8918)
H (2.5192, 4.3108, 0.5107)
H (3.4912, 2.1074, 0.0765)
H (2.2623, 2.6247, -1.0798)
H (2.0856, 0.4840, -1.9459)
H (0.4857, 1.1678, -1.6187)
H (0.8454, -0.4900, -1.1318)
H (3.2155, -0.9890, -0.8871)
H (4.4023, -2.7256, 0.3510)
H (4.4083, -2.6852, 2.8413)
H (3.1302, -0.9213, 4.0266)
H (1.8644, 5.8675, 1.6442)
H (1.3429, 7.4894, 3.3873)
H (-0.5781, 7.0677, 4.9240)
H (-1.9290, 5.0147, 4.6357)
N (-4.2272, 1.0876, 0.2105)
C (-4.0014, 0.2283, 1.2606)
N (-4.9644, -0.3415, 1.9637)
N (-4.3171, -1.0762, 2.8855)
N (-3.0472, -0.9597, 2.7423)
N (-2.7898, -0.1314, 1.7017)
C (-3.2733, 1.4584, -0.6990)
N (-3.6019, 1.9139, -1.9043)
N (-2.4315, 2.2140, -2.4789)
N (-1.4606, 1.9441, -1.6852)
N (-1.9423, 1.4638, -0.5170)
H (-5.1729, 1.1179, -0.1285)
C (0.7341, -2.5307, -5.3125)
C (-0.6943, -2.6514, -4.7968)
N (-0.8327, -1.9459, -3.5360)
C (-2.0100, -1.5227, -2.9989)
S (-2.3518, -1.7946, -1.3851)
N (-2.9034, -0.9179, -3.8231)
C (-2.5261, -0.1203, -4.9897)
C (-3.3515, -0.5021, -6.2157)
H (0.8579, -3.1221, -6.2214)
H (1.4301, -2.8950, -4.5558)
H (0.9752, -1.4898, -5.5317)
H (-0.9326, -3.7143, -4.6561)
H (-1.3931, -2.2542, -5.5311)
H (-0.2174, -2.3030, -2.8178)
H (-3.6765, -0.5297, -3.2988)
H (-1.4628, -0.2632, -5.1765)
H (-2.6820, 0.9283, -4.7416)
H (-3.2877, -1.5735, -6.4177)
H (-2.9917, 0.0374, -7.0948)
H (-4.4014, -0.2479, -6.0652)
O (1.5555, -6.4199, 4.6239)
N (1.6352, -6.3388, 3.4058)
O (2.0004, -7.2707, 2.6995)
C (1.2885, -5.0999, 2.7790)
C (0.8436, -4.0289, 3.5485)
C (0.5007, -2.8418, 2.9610)
C (0.5503, -2.6217, 1.5185)
O (0.2016, -1.5520, 0.9907)
C (1.0777, -3.7767, 0.7868)
C (1.4176, -4.9569, 1.4106)
N (1.2936, -3.7512, -0.6257)
O (1.0804, -2.7333, -1.2556)
O (1.7252, -4.7628, -1.1742)
N (0.0938, -1.7914, 3.8482)
O (0.1506, -1.9922, 5.0532)
O (-0.2483, -0.7160, 3.3951)
H (0.7732, -4.1296, 4.6197)
H (1.8019, -5.7730, 0.8201)



This record from OMol25 describes a cluster of 9 separate species, C66H129F9N6O12 in total in a non-equilibrium geometry. The level of theory is the ωB97M-V functional and the def2-TZVPD basis.

Frontier orbital gap (eV): 7.81
Highest occupied orbital energy (eV): -7.50
SMILES: CC1(C)CCCC(C)(C)N1O.CC1(C)CCCC(C)(C)N1O.CC1(C)CCCC(C)(C)N1O.CC1(C)CCCC(C)(C)N1O.CC1(C)CCCC(C)(C)N1O.CC1(C)CCCC(C)(C)N1O.CCOC(=O)C(F)(F)F.CCOC(=O)C(F)(F)F.CCOC(=O)C(F)(F)F
2S+1: 1
Net charge: 0

Geometry (Å):
C (-2.8812, 4.7010, -0.1517)
C (-1.7628, 5.1017, 0.8311)
C (-2.2663, 5.3318, 2.2503)
C (-0.6485, 4.0023, 0.7908)
C (0.7725, 4.4367, 1.2039)
C (1.1899, 5.7067, 0.4518)
C (0.2298, 6.8624, 0.5457)
C (0.4408, 7.4664, 1.9650)
C (0.5817, 7.9778, -0.5320)
N (-1.1484, 6.4214, 0.4284)
O (-2.0182, 7.4545, 0.2384)
H (-3.2541, 3.7014, 0.0715)
H (-3.7290, 5.3815, -0.2310)
H (-2.5856, 4.6932, -1.2008)
H (-3.1631, 4.7453, 2.4500)
H (-1.5235, 5.1507, 3.0271)
H (-2.5500, 6.3732, 2.4022)
H (-0.9009, 3.0711, 1.2980)
H (-0.5954, 3.7194, -0.2605)
H (0.7982, 4.5519, 2.2875)
H (1.4041, 3.5714, 1.0028)
H (1.2725, 5.4948, -0.6142)
H (2.1866, 6.0577, 0.7193)
H (0.0606, 6.7728, 2.7150)
H (0.0254, 8.4622, 2.1201)
H (1.5043, 7.6455, 2.1228)
H (1.6103, 8.2996, -0.3691)
H (0.0247, 8.9145, -0.5138)
H (0.5244, 7.4738, -1.4968)
H (-2.3330, 7.3245, -0.6591)
C (-3.5735, 0.8029, 7.6000)
C (-2.8873, 1.3451, 6.3116)
C (-3.8999, 1.4040, 5.2127)
C (-2.4819, 2.7908, 6.7541)
C (-1.6384, 3.6005, 5.8286)
C (-0.4044, 2.8127, 5.4431)
C (-0.6565, 1.2939, 5.0491)
C (-1.1055, 1.2381, 3.5660)
C (0.6945, 0.6205, 5.0955)
N (-1.6037, 0.6532, 5.9860)
O (-1.8727, -0.6785, 5.7419)
H (-4.1664, -0.0975, 7.4396)
H (-2.7634, 0.6270, 8.3077)
H (-4.2287, 1.5483, 8.0509)
H (-3.6202, 1.9004, 4.2834)
H (-4.1381, 0.3919, 4.8856)
H (-4.8130, 1.8765, 5.5748)
H (-3.3338, 3.4481, 6.9287)
H (-1.9211, 2.7488, 7.6878)
H (-2.2328, 3.8105, 4.9394)
H (-1.3875, 4.5735, 6.2510)
H (0.1576, 2.8576, 6.3760)
H (0.1405, 3.3194, 4.6466)
H (-1.6384, 2.1332, 3.2455)
H (-1.7574, 0.4067, 3.2979)
H (-0.3620, 0.8956, 2.8462)
H (1.3263, 1.0130, 4.2986)
H (0.6983, -0.4693, 5.0743)
H (1.2205, 0.7872, 6.0354)
H (-1.4571, -1.0609, 6.5182)
C (-1.8212, -5.7636, -7.1901)
C (-2.0494, -4.2780, -6.7746)
C (-1.3752, -3.4426, -7.8805)
C (-3.5690, -4.0330, -6.8219)
C (-4.0720, -2.8088, -6.0449)
C (-3.6162, -2.9095, -4.5565)
C (-2.0458, -3.0432, -4.4560)
C (-1.3240, -1.6850, -4.8080)
C (-1.8044, -3.4926, -3.0211)
N (-1.6008, -4.0817, -5.3709)
O (-0.2693, -4.4815, -5.1687)
H (-2.3701, -6.4627, -6.5592)
H (-2.0958, -5.9143, -8.2341)
H (-0.7651, -5.9964, -7.0536)
H (-0.2920, -3.5411, -7.9522)
H (-1.6710, -3.7361, -8.8877)
H (-1.6303, -2.3847, -7.8184)
H (-3.8859, -3.7632, -7.8294)
H (-4.1149, -4.9267, -6.5198)
H (-3.7524, -1.8852, -6.5276)
H (-5.1467, -2.6416, -6.1159)
H (-4.1468, -3.7467, -4.1029)
H (-3.8781, -2.0131, -3.9943)
H (-1.5087, -1.5488, -5.8736)
H (-0.2632, -1.6727, -4.5578)
H (-1.8100, -0.8388, -4.3223)
H (-2.1844, -2.7100, -2.3644)
H (-0.7368, -3.6609, -2.8789)
H (-2.2708, -4.4321, -2.7246)
H (-0.4704, -5.2459, -4.6238)
C (-5.5920, -2.9447, 2.2927)
C (-4.8289, -3.1618, 3.6616)
C (-5.5101, -2.1405, 4.6133)
C (-5.1709, -4.5524, 4.2209)
C (-4.3854, -5.6747, 3.5663)
C (-2.8968, -5.2741, 3.4586)
C (-2.6509, -3.9719, 2.6664)
C (-1.1582, -3.6708, 2.7321)
C (-2.9732, -4.2148, 1.1654)
N (-3.3947, -2.9417, 3.3769)
O (-3.1503, -1.6446, 3.0530)
H (-5.5622, -3.6698, 1.4794)
H (-6.6639, -2.9343, 2.4899)
H (-5.4271, -1.9797, 1.8135)
H (-6.5497, -2.3660, 4.8510)
H (-4.9781, -2.1217, 5.5645)
H (-5.4372, -1.1253, 4.2232)
H (-5.0040, -4.5011, 5.2968)
H (-6.2121, -4.8511, 4.0995)
H (-4.5063, -6.6080, 4.1162)
H (-4.8786, -5.8214, 2.6054)
H (-2.2356, -6.1005, 3.1980)
H (-2.5694, -5.0579, 4.4755)
H (-0.5646, -4.4755, 2.2982)
H (-0.8974, -3.4813, 3.7733)
H (-0.8025, -2.8481, 2.1119)
H (-3.7972, -4.9163, 1.0350)
H (-2.0887, -4.4430, 0.5707)
H (-3.3249, -3.2644, 0.7640)
H (-2.8510, -1.3546, 3.9179)
C (0.1984, 3.7310, -7.9500)
C (-0.7923, 4.1446, -6.9217)
C (-1.9637, 4.8390, -7.6194)
C (-1.3771, 2.9541, -6.1380)
C (-0.4927, 2.4373, -5.0002)
C (0.0216, 3.5753, -4.1439)
C (0.5783, 4.8127, -4.9229)
C (0.5286, 5.9747, -3.8565)
C (2.0874, 4.5963, -5.3363)
N (-0.1862, 5.1634, -6.0463)
O (0.1104, 6.3092, -6.7297)
H (0.8582, 2.9400, -7.5934)
H (-0.2553, 3.1131, -8.7249)
H (0.6233, 4.5682, -8.5036)
H (-1.5951, 5.7066, -8.1666)
H (-2.3807, 4.1094, -8.3136)
H (-2.8156, 5.1347, -7.0070)
H (-2.3894, 3.1351, -5.7767)
H (-1.5916, 2.0788, -6.7511)
H (-1.1532, 1.7373, -4.4884)
H (0.3583, 1.8528, -5.3499)
H (0.8483, 3.1636, -3.5649)
H (-0.8972, 3.9267, -3.6744)
H (1.0177, 5.6352, -2.9435)
H (-0.5125, 6.1173, -3.5669)
H (0.8614, 6.9000, -4.3268)
H (2.4060, 5.3298, -6.0769)
H (2.1975, 3.6507, -5.8673)
H (2.7777, 4.6259, -4.4933)
H (-0.6231, 6.8499, -6.4278)
C (7.1925, -3.8456, 5.1262)
C (6.1070, -4.5560, 4.2945)
C (6.5705, -5.4956, 3.2370)
C (5.2666, -5.2822, 5.3721)
C (3.8531, -5.6879, 4.8617)
C (3.1421, -4.5041, 4.3057)
C (3.8833, -3.7565, 3.2045)
C (3.8944, -4.6211, 1.8770)
C (2.9804, -2.4987, 2.9834)
N (5.2501, -3.4763, 3.6812)
O (5.9181, -2.6150, 2.8607)
H (7.8826, -3.2448, 4.5338)
H (6.8084, -3.0415, 5.7538)
H (7.7702, -4.5986, 5.6623)
H (6.5641, -5.0453, 2.2444)
H (7.6283, -5.7357, 3.3450)
H (5.9062, -6.3596, 3.2484)
H (5.7444, -6.2195, 5.6573)
H (5.1251, -4.6782, 6.2683)
H (3.9359, -6.5568, 4.2088)
H (3.2635, -5.9260, 5.7470)
H (2.8685, -3.7970, 5.0888)
H (2.1231, -4.6246, 3.9379)
H (4.5408, -4.1849, 1.1154)
H (2.9935, -4.6081, 1.2636)
H (4.3381, -5.6112, 1.9812)
H (3.1503, -1.7743, 3.7799)
H (1.9236, -2.7348, 2.8591)
H (3.1749, -2.0079, 2.0297)
H (6.3212, -3.2295, 2.2431)
C (2.3932, -2.0234, -6.6662)
C (2.9077, -3.2314, -5.9136)
O (3.6828, -2.8130, -4.8209)
C (4.2596, -3.7471, -3.9461)
O (4.2080, -4.9442, -4.1489)
C (5.0289, -3.0454, -2.8208)
F (4.9037, -1.7435, -2.8650)
F (4.5779, -3.4606, -1.6549)
F (6.3153, -3.2754, -3.0552)
H (1.6144, -1.4321, -6.1846)
H (1.9749, -2.3883, -7.6042)
H (3.2190, -1.3474, -6.8880)
H (3.5208, -3.8114, -6.6034)
H (2.0131, -3.7854, -5.6293)
C (3.1997, 1.2517, 2.2361)
C (4.0326, 2.0106, 1.1174)
O (4.2761, 3.3012, 1.6722)
C (5.4832, 3.6966, 2.0017)
O (6.4496, 3.0125, 1.8530)
C (5.5212, 4.9795, 2.7751)
F (6.4171, 4.8045, 3.7385)
F (5.9649, 5.8995, 1.9147)
F (4.3162, 5.4148, 3.2404)
H (3.4865, 1.4851, 3.2614)
H (3.2877, 0.1667, 2.1797)
H (2.1821, 1.5880, 2.4346)
H (3.5313, 2.1557, 0.1605)
H (4.9480, 1.5083, 0.8046)
C (-2.1629, 0.2800, -1.1471)
C (-1.3013, -0.7337, -0.3280)
O (-0.0082, -0.8641, -0.9257)
C (0.9846, -0.0518, -0.5409)
O (0.9544, 0.8536, 0.2788)
C (2.3628, -0.4609, -1.1980)
F (2.5972, 0.2666, -2.2787)
F (3.2943, -0.3069, -0.3007)
F (2.2159, -1.7457, -1.6737)
H (-2.2449, 0.2047, -2.2314)
H (-1.7476, 1.2696, -0.9566)
H (-3.2056, 0.2827, -0.8296)
H (-1.7819, -1.7118, -0.3084)
H (-1.1973, -0.5120, 0.7342)



This record from OMol25 describes a structure of composition C28H48As2N2O2PS3W. The level of theory is the ωB97M-V functional and the def2-TZVPD basis.

Frontier orbital gap (spin up / spin down) (eV): 6.39 / 6.00
Highest occupied orbital energy (spin up / spin down) (eV): -19.61 / -19.61
Relative energy (zero: lowest compared OMol25 entry of this formula, charge and spin) (kcal/mol): 9.7
2S+1: 2
Net charge: +4

Geometry (Å):
W (0.4986, 0.4452, 0.0552)
C (0.2316, 4.4234, -2.0985)
C (-0.1020, 4.5287, -0.6120)
C (-1.6019, 4.7520, -0.3721)
C (0.5047, 3.4532, 0.2449)
C (1.5497, 2.6217, -0.2082)
C (2.3103, 1.8347, 0.7031)
C (1.9665, 1.7782, 2.0577)
C (2.8198, 1.0915, 3.0650)
C (0.8104, 2.4908, 2.4639)
C (0.1153, 3.3026, 1.5983)
H (-0.2015, 5.2732, -2.6225)
H (-0.1973, 3.5213, -2.5439)
H (1.3050, 4.4560, -2.2933)
H (0.4163, 5.4228, -0.2245)
H (-2.1765, 3.8566, -0.6069)
H (-1.9476, 5.5531, -1.0225)
H (-1.8253, 5.0596, 0.6483)
H (1.9070, 2.7672, -1.2178)
H (3.2213, 1.3508, 0.3754)
H (3.3630, 1.8597, 3.6266)
H (3.5615, 0.4442, 2.6020)
H (2.2230, 0.5358, 3.7896)
H (0.4955, 2.4277, 3.4999)
H (-0.7232, 3.8723, 1.9761)
C (3.8884, 0.9028, -2.0497)
As (2.0800, 0.2239, -2.1928)
C (1.3559, 1.1495, -3.7298)
C (2.3249, -1.6169, -2.6616)
C (3.4013, -2.0607, -3.4177)
C (3.5144, -3.4152, -3.7094)
C (2.5651, -4.3163, -3.2464)
C (1.4845, -3.8737, -2.4915)
C (1.3734, -2.5218, -2.2036)
As (-0.1706, -1.8060, -1.3264)
C (-0.8578, -3.1984, -0.1776)
C (-1.4684, -1.6577, -2.7494)
H (4.4543, 0.2844, -1.3544)
H (3.9232, 1.9497, -1.7529)
H (4.3461, 0.8254, -3.0359)
H (1.9247, 0.8521, -4.6105)
H (1.4590, 2.2246, -3.5874)
H (0.3077, 0.8965, -3.8772)
H (4.1520, -1.3747, -3.7888)
H (4.3491, -3.7670, -4.3011)
H (2.6626, -5.3688, -3.4777)
H (0.7459, -4.5869, -2.1470)
H (-1.2323, -4.0068, -0.8056)
H (-1.6749, -2.8042, 0.4209)
H (-0.0592, -3.5790, 0.4548)
H (-1.4984, -2.6302, -3.2423)
H (-1.1577, -0.9067, -3.4723)
H (-2.4485, -1.4125, -2.3496)
C (-5.7402, -1.5476, -0.6040)
C (-4.6483, -1.2574, 0.3825)
O (-3.5391, -0.5261, -0.3452)
P (-2.6660, 0.6032, 0.2385)
S (-1.2522, -0.0963, 1.5800)
S (-1.4034, 1.2585, -1.2312)
O (-3.4845, 1.6824, 0.9549)
C (-4.9108, 2.1291, 0.6688)
C (-4.9081, 3.4706, 0.0031)
H (-6.5326, -2.0891, -0.0841)
H (-5.3834, -2.1739, -1.4198)
H (-6.1728, -0.6355, -1.0133)
H (-4.1778, -2.1590, 0.7679)
H (-4.9691, -0.6279, 1.2112)
H (-5.3544, 2.1443, 1.6596)
H (-5.3697, 1.3563, 0.0572)
H (-4.4207, 4.2242, 0.6188)
H (-5.9502, 3.7723, -0.1232)
H (-4.4555, 3.4390, -0.9886)
S (1.9917, -1.3061, 0.8801)
C (1.7997, -2.2166, 2.3910)
N (2.9084, -2.7760, 2.8212)
C (2.9755, -3.6191, 4.0368)
C (1.8750, -3.1958, 4.9926)
C (0.5412, -3.1886, 4.2689)
N (0.6591, -2.3819, 3.0278)
H (3.7539, -2.6387, 2.2861)
H (3.9614, -3.4822, 4.4748)
H (2.8742, -4.6651, 3.7450)
H (2.0904, -2.2070, 5.4021)
H (1.8291, -3.8905, 5.8293)
H (-0.2423, -2.7408, 4.8761)
H (0.2320, -4.1990, 3.9989)
H (-0.1792, -1.9878, 2.6348)



This record from OMol25 describes a structure of composition C8H14BBeBrClLiMgNO7 in a non-equilibrium geometry. The level of theory is the ωB97M-V functional and the def2-TZVPD basis.

Frontier orbital gap (eV): 1.88
Highest occupied orbital energy (eV): -8.93
2S+1: 1
Net charge: +1

Geometry (Å):
O (-1.5794, 3.7006, 1.3106)
C (-1.1916, 2.9600, 0.5044)
Br (-2.5553, 2.5596, -0.9654)
C (0.2460, 2.3318, 0.4695)
B (0.8070, 1.7909, 1.9416)
O (1.6779, 0.5761, 1.8865)
C (0.7676, -0.4296, 2.3759)
C (0.1725, 0.4079, 3.5854)
O (-0.3075, 1.5483, 2.8923)
H (0.9657, 3.1577, 0.1434)
H (0.3155, 1.5369, -0.3455)
H (1.5920, 2.6616, 2.2591)
H (1.2154, -1.3478, 2.8374)
H (0.1137, -0.5841, 1.4753)
H (-0.4986, -0.0913, 4.3421)
H (1.0867, 0.7952, 4.1066)
Be (1.0311, 4.6527, -1.0805)
C (4.1432, -0.1970, -0.1986)
O (4.7432, 0.6627, 0.4286)
O (3.1285, -0.0013, -0.8993)
O (4.4529, -1.4065, -0.2407)
C (-1.2391, -0.8260, -1.0110)
O (-0.2186, -0.2219, -0.7019)
N (-1.3342, -1.7770, -1.9514)
C (-2.5938, -2.4421, -2.2579)
C (-0.1424, -2.1562, -2.6909)
H (-2.1988, -0.6169, -0.5111)
H (-2.4768, -3.5003, -2.0773)
H (-2.8377, -2.2537, -3.3119)
H (-3.4010, -2.0579, -1.6307)
H (0.6146, -2.5200, -1.9939)
H (0.2549, -1.2802, -3.2096)
H (-0.3785, -2.9344, -3.4146)
Li (-1.1932, -1.6534, 4.9284)
Cl (-3.2391, -3.9774, -3.9214)
Mg (0.0571, 2.9329, -3.0733)



no.,E (a.u.),molecular weight (g mol⁻¹)
1,-4197.25349,954.0
2,-4721.98179,1369.8
3,-7428.98130,905.6
4,-4175.39873,402.6